111
Properties=species:S:1:pos:R:3:lowdin_spin:R:1 method="wB97M-V/def2-TZVPD" max_force_ev_per_a=6.14 e_tot_ha=-2835.5378 multiplicity=3 charge=-2 homo_lumo_gap_ev="2.6 / 2.6"
Pd -1.377 1.898 0.468 1.466
F -1.350 1.645 2.724 0.177
B -0.271 -0.117 -0.111 0.048
H 0.201 0.436 -0.908 0.001
H 0.128 0.090 0.870 0.002
H -1.334 0.059 -0.154 0.029
H -0.020 -1.147 -0.316 0.015
S -4.503 1.764 1.600 0.006
O -4.726 3.193 1.473 0.004
O -5.622 0.945 1.328 0.031
O -3.407 1.320 0.717 0.113
O -4.091 1.462 2.980 0.005
C 0.828 2.524 -3.178 0.001
C -0.647 2.981 -2.817 0.006
C -1.624 3.275 -3.952 0.002
O -1.993 1.947 -4.516 0.001
C -2.940 2.106 -5.502 0.000
N -1.341 2.069 -1.845 0.041
H 1.281 1.986 -2.346 0.000
H 1.484 3.372 -3.374 0.000
H 0.601 1.916 -4.054 0.000
H -0.670 3.897 -2.227 0.001
H -1.071 3.859 -4.688 0.000
H -2.412 3.838 -3.452 0.000
H -3.053 1.191 -6.084 0.000
H -2.584 2.847 -6.217 0.000
H -3.799 2.609 -5.058 0.000
H -2.105 1.825 -2.459 0.001
H -0.812 1.208 -1.839 0.000
C -1.969 -3.747 1.008 0.000
C -1.873 -3.374 2.426 0.000
C -0.540 -3.822 3.085 0.000
O -0.554 -5.248 3.416 0.000
C 0.653 -5.655 4.057 0.000
N -1.966 -1.905 2.450 0.000
H -2.263 -4.775 0.794 0.000
H -1.090 -3.440 0.441 0.000
H -2.863 -3.317 0.556 0.000
H -2.675 -3.861 2.981 0.000
H -0.487 -3.387 4.083 0.000
H 0.298 -3.590 2.428 0.000
H 1.526 -5.137 3.658 0.000
H 0.690 -6.730 3.880 0.000
H 0.404 -5.359 5.076 0.000
H -1.637 -1.484 1.593 0.000
H -2.957 -1.711 2.477 0.000
C 2.340 3.976 2.159 0.002
C 1.338 3.964 1.064 0.005
C 1.860 4.291 -0.326 0.000
O 2.309 5.604 -0.682 0.000
C 3.058 5.648 -1.914 0.000
N 0.814 2.574 1.043 0.039
H 2.059 3.250 2.923 0.000
H 2.450 4.990 2.543 0.001
H 3.328 3.580 1.928 0.000
H 0.663 4.747 1.410 0.001
H 1.123 3.930 -1.043 0.000
H 2.723 3.677 -0.584 0.000
H 2.390 5.704 -2.773 0.000
H 3.638 4.734 -2.042 0.000
H 3.815 6.433 -1.943 0.000
H 0.641 2.340 2.010 -0.001
H 1.506 1.871 0.826 0.000
C -5.221 0.538 -2.116 0.000
C -4.899 -0.858 -1.751 0.000
C -3.936 -1.422 -2.733 0.000
O -2.689 -0.691 -2.471 0.001
C -1.581 -1.067 -3.281 0.000
N -4.469 -0.917 -0.391 0.000
H -5.536 0.694 -3.148 0.000
H -4.328 1.161 -2.079 0.000
H -5.959 1.008 -1.466 0.000
H -5.730 -1.561 -1.797 0.000
H -4.281 -1.427 -3.767 0.000
H -3.574 -2.423 -2.498 0.000
H -1.269 -2.102 -3.142 0.000
H -0.781 -0.366 -3.042 0.000
H -1.792 -0.823 -4.323 0.000
H -3.695 -0.275 -0.294 0.000
H -3.845 -1.639 -0.722 0.000
C 2.257 -1.340 5.589 0.000
C 2.433 -0.019 4.820 0.000
C 3.027 -0.440 3.467 0.000
O 2.978 0.707 2.627 0.000
C 3.186 0.479 1.235 0.000
N 1.092 0.520 4.680 0.000
H 1.748 -2.115 5.016 0.000
H 1.748 -1.172 6.539 0.000
H 3.113 -1.931 5.915 0.000
H 3.102 0.675 5.328 0.000
H 2.393 -1.282 3.187 0.000
H 4.032 -0.829 3.630 0.000
H 2.446 -0.171 0.768 0.000
H 4.155 0.000 1.098 0.000
H 3.311 1.380 0.635 0.000
H 1.118 0.789 3.706 0.000
H 0.402 -0.217 4.713 0.000
C 2.591 -2.657 -3.091 0.000
C 1.879 -2.825 -1.911 0.001
C 2.566 -3.151 -0.728 0.001
C 3.969 -3.177 -0.688 0.000
C 4.730 -3.142 -1.872 0.000
C 3.962 -2.885 -3.042 0.000
N 4.736 -3.366 0.608 0.000
O 4.107 -2.995 1.660 0.000
O 5.944 -3.720 0.600 0.000
H 2.039 -2.554 -4.014 0.000
H 0.811 -2.701 -1.807 0.001
H 1.967 -3.308 0.157 0.000
H 5.809 -3.189 -1.850 0.000
H 4.408 -2.964 -4.023 0.000

=====

110
Properties=species:S:1:pos:R:3:mulliken_charge:R:1 method="wB97M-V/def2-TZVPD" max_force_ev_per_a=1.61 e_tot_ha=-23981.8151 homo_lumo_gap_ev=9.2 smiles=COC[C@H](C)N.COC[C@H](C)N.COC[C@H](C)N.COC[C@H](C)N.BrCCBr.BrCCBr.BrCCBr.BrCCBr.ClCCl.ClCCl
C 2.689 8.014 -0.525 -0.754
O 2.023 7.006 0.177 -0.312
C 0.827 6.650 -0.467 -0.909
C 0.115 5.523 0.241 0.996
C 1.101 4.426 0.687 -1.421
N -0.975 5.006 -0.574 -0.497
H 3.462 8.406 0.133 0.255
H 2.007 8.841 -0.742 0.308
H 3.146 7.578 -1.417 0.295
H 0.175 7.529 -0.577 0.419
H 1.061 6.325 -1.503 0.357
H -0.250 5.961 1.183 -0.094
H 0.657 3.625 1.281 0.250
H 1.924 4.914 1.208 0.427
H 1.440 3.901 -0.217 0.274
H -0.637 4.816 -1.514 0.324
H -1.265 4.108 -0.204 -0.006
C -1.212 3.187 5.216 -0.555
O -2.370 3.750 4.634 -0.353
C -2.087 4.766 3.721 -0.152
C -3.320 4.968 2.843 0.322
C -3.390 3.866 1.810 -0.970
N -3.327 6.256 2.139 -0.708
H -1.553 2.436 5.927 0.191
H -0.589 3.955 5.685 0.340
H -0.615 2.662 4.454 0.193
H -1.882 5.727 4.221 0.329
H -1.225 4.592 3.060 -0.054
H -4.210 4.958 3.474 0.391
H -3.772 2.998 2.358 0.370
H -2.424 3.582 1.391 -0.292
H -4.066 4.024 0.971 0.442
H -3.360 7.064 2.743 0.286
H -2.550 6.295 1.489 0.213
C 7.085 -2.594 1.743 -0.746
O 6.516 -1.475 1.096 -0.341
C 5.180 -1.690 0.755 -0.669
C 4.568 -0.523 0.006 0.122
C 3.093 -0.749 -0.170 -0.949
N 5.137 -0.381 -1.373 -0.638
H 7.248 -3.353 0.969 0.311
H 6.445 -2.973 2.541 0.300
H 8.042 -2.268 2.138 0.261
H 5.072 -2.657 0.223 0.392
H 4.531 -1.844 1.645 0.353
H 4.778 0.376 0.589 0.386
H 2.553 -0.809 0.784 0.432
H 2.836 -1.662 -0.716 0.106
H 2.628 0.080 -0.701 0.151
H 5.144 -1.321 -1.765 0.260
H 6.116 -0.113 -1.305 0.282
C 0.609 -7.827 -5.534 -0.753
O 0.321 -6.488 -5.261 -0.282
C -0.193 -6.322 -3.959 -0.848
C -0.502 -4.860 -3.734 0.948
C 0.760 -4.040 -3.519 -1.326
N -1.250 -4.813 -2.452 -0.620
H 1.062 -7.896 -6.521 0.259
H -0.316 -8.435 -5.645 0.295
H 1.160 -8.364 -4.754 0.300
H -1.142 -6.884 -3.927 0.370
H 0.470 -6.742 -3.195 0.349
H -1.037 -4.496 -4.616 0.205
H 0.662 -3.007 -3.878 0.122
H 1.615 -4.400 -4.103 0.365
H 1.101 -3.952 -2.485 0.321
H -1.438 -3.821 -2.311 -0.007
H -2.167 -5.238 -2.590 0.259
Br -2.714 -1.982 -0.618 -0.188
C -0.833 -1.421 -0.718 0.181
C -0.602 -0.412 0.361 -0.331
Br -1.572 1.236 0.019 -0.010
H -0.766 -0.963 -1.699 -0.300
H -0.191 -2.289 -0.655 0.398
H 0.439 -0.096 0.374 -0.111
H -0.862 -0.741 1.354 0.494
Br 1.366 -4.364 1.960 -0.162
C -0.501 -4.901 2.161 -0.475
C -0.816 -5.026 3.621 -0.480
Br -2.647 -5.656 3.843 -0.161
H -0.591 -5.860 1.652 0.395
H -1.123 -4.242 1.559 0.216
H -0.709 -4.075 4.127 0.250
H -0.226 -5.803 4.090 0.420
Br -4.582 -0.343 4.932 -0.176
C -5.537 -1.542 3.712 -0.652
C -4.780 -2.015 2.493 -0.285
Br -5.906 -3.392 1.663 -0.137
H -6.490 -1.085 3.497 0.377
H -5.619 -2.448 4.308 0.368
H -3.858 -2.560 2.663 0.164
H -4.552 -1.229 1.777 0.301
Br -2.735 1.918 -7.751 -0.175
C -2.920 0.420 -6.517 -0.569
C -1.566 0.169 -5.890 -0.631
Br -1.839 -0.979 -4.317 -0.101
H -3.199 -0.460 -7.086 0.367
H -3.667 0.669 -5.776 0.386
H -1.162 1.072 -5.453 0.373
H -0.919 -0.379 -6.561 0.372
Cl 0.954 1.001 -2.765 -0.086
C 2.360 0.990 -3.874 -0.517
Cl 2.595 -0.588 -4.594 -0.148
H 2.130 1.736 -4.623 0.392
H 3.247 1.244 -3.306 0.336
Cl -0.681 -0.847 4.567 0.025
C -0.403 -0.217 6.184 -0.320
Cl 0.332 -1.409 7.261 -0.182
H 0.244 0.642 6.077 0.269
H -1.336 0.051 6.662 0.236